Record 1
Computed, not measured: a cluster of 2 separate species, C3H3N3 in total, with ωB97M-V/def2-TZVPD.

Element x y z (Å)
C  1.1657  1.6463  0.1323
C  2.1711  -0.8878  0.1302
C  0.4763  0.4540  0.4368
N  1.7292  2.6064  -0.1425
N  3.0142  -1.6260  -0.0879
N  -0.5430  0.0481  -0.3797
H  0.3682  0.2138  1.4864
H  -0.4362  0.2433  -1.3664
H  -0.9358  -0.8628  -0.1870

E_HOMO (spin up / spin down) (Ha): -0.3947 / -0.3948
Electronic energy (Eh): -280.2799


Record 2
Computed, not measured: the molecule C3H3N3, with ωB97M-V/def2-TZVPD.

Element x y z (Å)
C  0.7882  -0.1548  -0.1622
C  -1.3590  -0.5990  0.1452
C  -1.2441  0.8189  -0.0059
H  2.0669  1.0534  0.2631
H  -2.2135  -1.2080  0.0970
H  -1.7913  1.6802  -0.0148
N  2.0523  -0.1715  0.0978
N  -0.2700  -1.1688  -0.0853
N  0.0502  1.0667  -0.0422

E_HOMO (Ha): -0.3845
Electronic energy (Eh): -280.2743
SMILES string: N=C1N=CC=N1